{"formula": "C32H29N2OPdS", "method": "ωB97M-V/def2-TZVPD", "homo_energy_ev": -10.630, "max_force_ev_per_a": 0.92, "gap_ev": 7.81, "de_lowest_kcal_mol": 9.4, "charge": 1, "species": ["Pd", "N", "C", "C", "C", "C", "C", "C", "C", "C", "C", "C", "C", "C", "H", "H", "H", "H", "H", "H", "H", "H", "H", "H", "N", "S", "C", "C", "C", "C", "C", "C", "C", "C", "C", "C", "C", "C", "H", "H", "H", "H", "H", "H", "H", "H", "H", "H", "H", "C", "C", "O", "C", "C", "C", "C", "C", "C", "H", "H", "H", "H", "H", "H", "H", "H"], "coordinates": [[0.3834, 0.2033, 0.3614], [1.1536, 1.4669, 1.7890], [0.9341, 2.8749, 1.5099], [0.3237, 3.6421, 2.4877], [0.0985, 4.9935, 2.2753], [0.4908, 5.5634, 1.0763], [1.0780, 4.7787, 0.0958], [1.3050, 3.4164, 0.2829], [1.8615, 2.5710, -0.7980], [2.7458, 3.1386, -1.7188], [3.2582, 2.4021, -2.7733], [2.9052, 1.0692, -2.9067], [2.0425, 0.4887, -1.9856], [1.5027, 1.2252, -0.9361], [2.1451, 1.2403, 1.8354], [0.7529, 1.2549, 2.6967], [0.0307, 3.1848, 3.4269], [-0.3757, 5.5912, 3.0417], [0.3251, 6.6167, 0.8943], [1.3282, 5.2253, -0.8570], [3.0582, 4.1670, -1.5911], [3.9400, 2.8629, -3.4754], [3.3069, 0.4743, -3.7173], [1.7974, -0.5615, -2.0876], [-0.0380, -1.3837, 1.8684], [-0.6655, -2.7704, 1.4111], [0.3745, -4.0943, 1.9957], [0.5629, -4.3102, 3.3549], [1.4307, -5.3086, 3.7622], [2.0936, -6.0824, 2.8152], [1.8950, -5.8611, 1.4608], [1.0318, -4.8570, 1.0425], [-2.1318, -3.0957, 2.3953], [-2.7116, -2.0554, 3.1001], [-3.8701, -2.2955, 3.8292], [-4.4342, -3.5617, 3.8393], [-3.8487, -4.5945, 3.1162], [-2.6930, -4.3669, 2.3876], [0.2617, -1.3923, 2.8388], [0.0218, -3.7200, 4.0854], [1.5855, -5.4914, 4.8170], [2.7659, -6.8657, 3.1391], [2.4113, -6.4670, 0.7287], [0.8690, -4.6683, -0.0113], [-2.2563, -1.0736, 3.0770], [-4.3294, -1.4916, 4.3888], [-5.3326, -3.7480, 4.4121], [-4.2921, -5.5812, 3.1232], [-2.2308, -5.1714, 1.8284], [-1.0207, -0.8523, -3.4968], [-1.1366, -0.3482, -2.0953], [-0.4378, -0.8806, -1.2240], [-2.0567, 0.7601, -1.7865], [-2.5090, 0.9405, -0.4769], [-3.3384, 2.0025, -0.1699], [-3.7194, 2.8958, -1.1640], [-3.2941, 2.7102, -2.4714], [-2.4749, 1.6386, -2.7854], [-0.4050, -1.7466, -3.5151], [-0.5345, -0.0787, -4.0974], [-1.9989, -1.0470, -3.9354], [-2.2539, 0.2129, 0.2838], [-3.6995, 2.1321, 0.8417], [-4.3623, 3.7314, -0.9205], [-3.6011, 3.3996, -3.2459], [-2.1444, 1.5031, -3.8063]]}